[1]
# C19H23N3O3

The molecule C19H23N3O3 (ωB97M-V with the def2-TZVPD basis set, OMol25).

The geometry in XYZ format:
```
48
Properties=species:S:1:pos:R:3:forces:R:3
O -1.7180 -3.9238 -0.1973 0.0 -0.5 0.1
O -4.8791 -0.9101 0.7026 0.0 0.1 0.0
O -2.6438 -0.6879 0.8822 0.3 0.2 0.2
N -2.6168 1.4730 -0.5880 0.1 0.2 -0.2
N -0.8658 -1.8747 -0.6568 0.1 0.3 -0.3
N -1.0314 1.2590 -2.1467 0.2 -0.3 -0.6
C 3.1686 0.5514 -0.1196 0.2 -0.1 0.0
C 0.0595 -2.2934 -1.6854 0.1 -0.3 0.0
C -0.1617 3.7240 1.0266 -0.1 0.0 0.1
C 2.0186 -1.6789 -0.2369 0.1 -0.3 -0.3
C 1.8025 -1.6075 1.0699 0.0 0.1 0.2
C -2.4497 -2.0734 1.1502 -0.1 -0.7 0.0
C -1.3640 3.0506 0.9452 -0.1 0.0 0.2
C 1.3947 -2.7573 -1.0803 -0.2 0.1 0.1
C 0.6206 2.8170 -1.0803 -0.1 0.0 0.0
C 2.3851 -0.5558 1.9634 0.2 0.1 0.0
C -3.8756 -0.2645 0.5990 -0.3 0.3 -0.1
C -1.6331 -2.7379 0.0260 -0.4 0.7 0.3
C -0.5771 2.1173 -1.1751 -0.4 0.2 0.6
C 2.8797 -0.6859 -0.9648 0.0 0.2 0.2
C 3.5651 0.1399 1.2928 -0.2 0.2 0.0
C -1.5631 2.2503 -0.1684 0.6 0.1 -0.2
C 0.8091 3.6146 0.0290 0.2 0.0 -0.1
C -2.2185 0.9078 -1.7663 0.0 0.1 -0.1
C -3.8352 1.1866 0.1091 -0.2 -0.3 0.1
H 0.0318 4.3566 1.8799 0.0 0.0 0.1
H 2.3894 -0.3933 -1.8968 0.0 0.0 -0.1
H -4.7052 1.3457 -0.5365 0.1 0.0 0.2
H -3.4139 -2.5808 1.2454 0.2 0.1 0.0
H -0.4004 -3.1236 -2.2258 0.0 0.1 0.0
H 1.6098 0.1823 2.2017 0.0 0.0 0.1
H -3.9210 1.8495 0.9745 0.0 -0.1 -0.1
H 2.2726 1.1727 -0.0681 0.0 0.0 0.0
H 1.1984 -3.6419 -0.4724 0.0 0.0 -0.1
H 2.6975 -1.0097 2.9074 -0.1 0.0 0.0
H -2.1116 3.1500 1.7184 0.0 0.0 0.1
H 1.3629 2.7368 -1.8579 0.1 0.0 -0.1
H 3.8204 -1.1777 -1.2359 0.0 0.0 -0.1
H -1.8981 -2.1583 2.0908 -0.1 0.0 -0.1
H 2.0658 -3.0356 -1.8942 0.1 -0.1 0.0
H -2.8531 0.2369 -2.3136 -0.2 -0.2 -0.1
H 1.7293 4.1694 0.1347 0.1 0.0 0.0
H 3.9623 1.1404 -0.5833 0.0 0.1 0.0
H 4.4132 -0.5464 1.2469 0.1 0.0 0.0
H -0.7642 -0.9337 -0.3103 -0.1 -0.1 0.0
H 3.8659 1.0132 1.8745 0.1 0.0 0.0
H 0.2054 -1.4491 -2.3619 0.0 -0.1 0.0
H 1.1721 -2.3440 1.5524 -0.1 -0.2 0.0
```
Positions in Å, forces in eV/Å.

## Properties
* LUMO energy: 0.0196 Eh
* total charge: 0
* energy: -1127.845305 a.u.
* orbital gap: 9.5 eV
* ΔE to the lowest compared entry with this formula, charge and spin: 34.7 kcal/mol
* SMILES: O=C(COC(=O)Cn1cnc2ccccc21)NCCC1=CCCCC1

=====

[2]
# C19H23N3O3S

The molecule C19H23N3O3S (ωB97M-V with the def2-TZVPD basis set, OMol25).

The geometry in XYZ format:
```
49
Properties=species:S:1:pos:R:3:forces:R:3
S 5.0517 -0.4168 0.9944 0.2 -0.4 0.2
O 2.2766 -1.9861 -1.2181 -0.3 -0.1 -0.2
O -5.3705 0.9562 0.5945 0.3 -0.1 -0.3
O -4.4396 -0.3754 -1.7584 0.2 0.2 0.0
N 0.8222 -0.5893 0.9489 -0.5 0.1 0.1
N 3.6706 0.6209 -0.9780 0.3 0.0 0.0
N 2.1133 -0.9788 0.8332 0.2 0.0 0.4
C -6.3507 -1.1245 -2.9337 0.3 0.2 0.3
C 4.4971 3.2241 -0.5820 -0.1 -0.1 0.0
C -2.3405 -0.5184 -0.7964 0.1 0.1 0.3
C -1.8246 0.2963 1.3906 0.1 -0.1 -0.2
C -5.8500 -0.4709 -1.6539 -0.6 -0.1 -0.2
C 4.2613 -1.8037 0.0941 0.2 0.4 0.0
C 3.5998 2.9124 -1.5976 0.0 0.0 0.0
C -5.9039 1.3961 1.8264 -0.2 0.0 0.4
C 3.2196 1.5906 -1.7529 -0.1 0.4 -0.2
C 4.4206 -3.0809 0.9090 0.1 0.1 0.0
C 2.7794 -1.5574 -0.2046 0.2 -0.3 0.1
C 4.9731 2.2164 0.2336 -0.1 -0.1 -0.1
C -6.1553 0.2525 2.8048 0.1 0.2 -0.3
C -4.0749 0.5157 0.5219 0.0 -0.1 -0.2
C -3.1350 0.7004 1.5336 -0.1 0.1 0.0
C -1.4031 -0.3169 0.2128 -0.8 0.3 0.3
C -0.0362 -0.7557 0.0196 0.7 -0.3 -0.4
C 4.5189 0.9225 -0.0125 0.0 0.1 -0.1
C -3.6655 -0.1237 -0.6667 0.0 0.0 0.3
H 4.8204 4.2434 -0.4297 0.0 0.1 0.0
H 5.4734 -3.2925 1.0823 0.1 -0.1 0.0
H 2.6622 -0.6884 1.6353 -0.1 -0.1 -0.3
H 3.2086 3.6768 -2.2491 0.0 0.1 -0.1
H -6.6053 0.6414 3.7141 0.0 0.0 0.1
H 3.9213 -2.9888 1.8716 0.0 -0.1 0.1
H -5.2650 2.1650 2.2776 -0.1 0.0 -0.1
H 4.7763 -1.8944 -0.8650 -0.3 0.0 0.1
H -6.8316 -0.4732 2.3593 -0.1 -0.1 0.0
H -6.8535 1.8629 1.5490 0.2 0.0 0.1
H -5.2263 -0.2529 3.0575 0.0 -0.1 0.1
H -5.9174 -2.1152 -3.0417 0.0 -0.1 0.0
H -2.0552 -0.9971 -1.7206 0.0 -0.1 -0.1
H 2.5262 1.2765 -2.5208 -0.1 0.1 -0.1
H -1.1128 0.4532 2.1842 0.1 0.0 0.1
H 0.1944 -1.2172 -0.9369 0.2 0.0 0.1
H 3.9792 -3.9119 0.3631 0.0 0.0 0.0
H -6.1240 -1.0805 -0.7847 0.0 0.1 -0.1
H -3.4246 1.1864 2.4518 -0.1 0.0 0.1
H -7.4335 -1.2085 -2.9067 -0.1 0.0 0.0
H -6.0597 -0.5254 -3.7920 0.0 0.0 -0.1
H 5.6693 2.4038 1.0352 0.1 0.1 0.1
H -6.2932 0.5245 -1.5371 0.1 -0.2 0.0
```
Positions in Å, forces in eV/Å.

## Properties
* LUMO energy: 0.0278 Eh
* total charge: 0
* energy: -1525.947240 a.u.
* orbital gap: 8.4 eV
* ΔE to the lowest compared entry with this formula, charge and spin: 82.2 kcal/mol
* SMILES: CCOc1ccc(/C=N/NC(=O)[C@H](C)Sc2ccccn2)cc1OCC

=====

[3]
# C19H23N3OS

The molecule C19H23N3OS (ωB97M-V with the def2-TZVPD basis set, OMol25).

The geometry in XYZ format:
```
47
Properties=species:S:1:pos:R:3:forces:R:3
S 3.5777 1.3823 -0.9980 0.6 0.3 -0.5
O -3.1936 0.1608 -0.7322 -0.1 -0.1 -0.1
N -0.7039 0.3011 0.6842 0.0 -0.1 0.1
N 1.5971 2.0226 0.5380 -0.1 0.2 0.1
N 2.0948 -0.2537 0.4620 -0.2 0.3 0.1
C 0.2015 2.9932 3.7956 0.0 0.1 0.0
C -1.1616 1.2333 2.9078 0.0 -0.1 0.0
C 2.8507 -1.4083 0.0450 0.2 -0.4 -0.1
C 1.0733 -2.1382 -1.6498 -0.1 -0.1 0.1
C -0.1718 -2.7460 -1.7794 0.1 0.0 0.0
C -1.0179 -2.4244 -2.8259 -0.1 0.0 0.0
C -1.6480 -0.7847 0.8775 -0.4 0.0 0.0
C -2.3225 1.2570 -0.8990 0.4 0.1 0.0
C -3.0921 -0.3643 0.5718 0.1 -0.1 0.2
C 2.3559 0.9945 0.0526 0.0 -0.2 0.2
C 1.4612 -1.2103 -2.6081 0.0 -0.1 0.0
C -0.8645 0.8539 -0.6551 -0.4 0.2 -0.4
C -0.4140 1.1851 1.7294 0.1 0.1 0.1
C -0.8576 2.1139 3.9282 0.0 0.0 0.0
C 0.6147 -0.8854 -3.6551 0.0 0.0 -0.1
C 0.7173 2.0242 1.6414 -0.2 -0.1 0.3
C 0.9797 2.9377 2.6558 -0.1 -0.1 0.0
C -0.6277 -1.4858 -3.7658 -0.1 0.0 -0.1
C 1.9611 -2.5278 -0.4962 0.1 0.2 0.0
H -0.4770 -3.4910 -1.0556 0.0 0.0 0.1
H 3.4141 -1.7946 0.9045 0.0 0.0 -0.2
H -1.3681 -1.5669 0.1628 -0.1 0.0 0.1
H -0.2201 1.7197 -0.7892 0.0 -0.1 -0.1
H -3.4363 0.3883 1.2982 0.0 -0.1 0.0
H 2.0131 2.9223 0.3282 0.0 -0.3 -0.1
H 0.4298 3.7033 4.5746 0.0 0.1 0.1
H 2.6158 -3.3451 -0.8142 0.0 0.0 0.1
H -0.5810 0.0826 -1.3755 0.0 0.1 0.0
H 1.3364 -2.9107 0.3161 0.0 -0.1 0.0
H 1.8302 3.5959 2.5485 0.1 0.0 0.0
H -1.2879 -1.2269 -4.5799 -0.1 0.0 -0.1
H 1.2452 -0.4145 0.9854 -0.1 0.1 -0.1
H -2.4565 1.5984 -1.9261 0.0 0.1 0.1
H -3.7586 -1.2279 0.6069 0.0 0.0 0.1
H -2.0158 0.5861 3.0272 -0.1 -0.1 0.0
H 0.9310 -0.1561 -4.3860 0.0 0.1 -0.1
H 2.4217 -0.7246 -2.5440 0.1 0.1 0.1
H 3.5700 -1.0748 -0.7055 -0.1 -0.1 0.2
H -1.9832 -2.9022 -2.9041 -0.1 0.0 0.0
H -2.6025 2.0667 -0.2049 0.0 0.0 -0.1
H -1.4674 2.1248 4.8188 -0.1 0.0 0.1
H -1.5627 -1.1832 1.8891 0.0 0.0 0.0
```
Positions in Å, forces in eV/Å.

## Properties
* LUMO energy: 0.0253 Eh
* total charge: 0
* energy: -1375.518075 a.u.
* orbital gap: 8.5 eV
* ΔE to the lowest compared entry with this formula, charge and spin: 16.6 kcal/mol
* SMILES: S=C(NCCc1ccccc1)Nc1ccccc1N1CCOCC1

=====

[4]
# C19H23N5O3

The molecule C19H23N5O3 at a distorted geometry (ωB97M-V with the def2-TZVPD basis set, OMol25).

The geometry in XYZ format:
```
50
Properties=species:S:1:pos:R:3:forces:R:3
O -4.2912 -0.2283 1.9639 -0.1 -2.6 3.7
O 0.8075 -0.4042 2.2220 0.0 -0.5 1.0
O 5.5824 1.7207 -1.9076 2.7 -0.2 -1.9
N 3.3098 3.1425 -0.2058 -1.0 2.6 -1.0
N 1.0883 3.5586 -0.4657 -2.0 2.8 -3.1
N -1.4174 -0.1462 1.8551 -1.1 1.4 -3.1
N -3.9667 -1.1111 -0.4537 1.0 0.4 0.4
N -0.6015 2.0540 0.2098 -1.2 0.8 -1.6
C -0.3936 -0.5257 -1.6419 -0.4 0.1 1.7
C 4.3670 1.2589 -1.4276 -1.6 -1.5 -0.3
C -0.1321 0.1797 1.7071 1.3 -2.0 1.2
C -2.0667 -1.1337 2.6433 -1.6 -1.7 0.1
C 1.6529 1.5948 0.6623 -1.7 -0.5 -0.1
C -2.9574 -0.7648 -1.4619 0.5 -0.9 0.4
C 1.9965 2.7701 -0.0790 2.5 -4.4 3.8
C -1.3524 -2.4236 -0.3855 1.0 1.0 -0.1
C 4.4309 2.2122 -0.3233 -2.5 1.9 1.7
C -1.5488 -1.1903 -1.0740 1.6 -1.1 -1.4
C 0.2524 1.2774 0.8352 3.5 3.1 -1.7
C 5.6719 2.7967 -0.9485 -2.0 0.7 -0.9
C -3.5647 -1.4856 1.9881 1.9 3.0 0.4
C 0.8965 -0.9533 -1.2590 -2.3 -1.1 -0.6
C -2.6134 -3.0981 0.1220 0.9 -0.4 1.7
C -0.0307 -2.9665 -0.2509 -1.6 1.4 -0.1
C -3.7004 -2.1265 0.6020 0.3 0.3 -2.5
C -0.1353 3.1152 -0.5197 -0.9 -2.1 3.0
C 1.0579 -2.2038 -0.6448 0.9 0.8 0.2
H 1.7400 -0.3611 -1.4975 0.7 0.4 -0.3
H 3.2137 4.0685 -0.7461 1.4 -2.0 0.8
H -0.9132 3.6331 -1.0056 -0.5 0.9 -0.6
H -2.9534 -3.6020 -0.7752 -0.7 -0.7 0.2
H -4.2074 0.1106 1.1167 0.2 0.8 -3.0
H -4.6102 -2.7214 0.5770 -0.2 0.0 0.6
H 2.1124 -2.4274 -0.3951 -0.9 -0.5 -0.1
H -2.4531 -3.8053 1.0225 0.2 0.6 -1.8
H 2.3772 0.9538 1.1346 0.2 0.0 -0.1
H -3.2256 -1.1880 -2.4477 0.2 -0.1 0.3
H 3.3932 1.1845 -1.9905 1.2 0.9 -0.5
H -4.8547 -1.2301 -0.8798 -0.6 -0.2 -0.2
H -1.5838 -2.1520 2.6512 0.2 1.1 0.2
H 0.0648 -3.9216 0.2196 0.2 -0.4 0.3
H 4.5134 0.2771 -1.0786 0.1 -1.7 0.4
H 6.4310 2.9696 -0.2000 1.1 -0.5 -0.6
H -0.4817 0.4610 -2.1495 -0.2 -0.9 0.3
H -3.9910 -2.2223 2.6266 -0.6 0.0 1.1
H -2.9118 0.2897 -1.5902 -0.2 1.1 -0.2
H 5.4602 3.6653 -1.6011 0.3 0.3 1.1
H -2.1402 -0.6816 3.6906 -0.4 -1.2 -1.2
H -1.8872 0.1260 0.9612 0.0 0.0 1.5
H 4.5657 1.6547 0.5950 0.2 0.5 0.6
```
Positions in Å, forces in eV/Å.

## Properties
* LUMO energy: 0.0086 Eh
* total charge: 0
* energy: -1237.188043 a.u.
* orbital gap: 8.8 eV
* ΔE to the lowest compared entry with this formula, charge and spin: 129.5 kcal/mol
* SMILES: O=C(NC[C@@H](O)[C@@H]1Cc2ccccc2CN1)c1cc(NC2COC2)ncn1

=====

[5]
# C19H23N6OReS

A structure of composition C19H23N6OReS at a distorted geometry (ωB97M-V with the def2-TZVPD basis set, OMol25).

The geometry in XYZ format:
```
51
Properties=species:S:1:pos:R:3:forces:R:3
Re -0.5669 -1.2974 -0.5244 -1.4 0.6 0.9
S -2.7746 -1.9236 -0.6833 0.8 -0.4 -0.4
O -1.3153 5.7328 -1.0308 0.1 0.0 0.0
N -0.5577 3.0511 -1.0829 0.0 0.0 0.1
N -0.7111 0.6531 -0.6467 0.4 0.0 0.0
N -4.4293 -2.2902 1.3544 0.0 0.1 0.0
N 1.2790 -0.9102 0.4576 0.6 -0.2 -0.4
N -2.2724 -1.8118 1.9568 0.0 0.1 -0.1
N -1.0401 -1.4960 1.4669 0.2 0.0 -0.3
C -1.2246 3.6602 -2.2853 -0.1 0.0 0.0
C 2.0474 -2.3501 -2.6664 0.0 -0.1 0.0
C 1.2241 -0.9996 1.8123 0.0 0.0 0.0
C 1.5288 -3.7752 -0.8053 0.0 0.0 0.0
C -0.6168 1.8167 -0.8363 -0.2 -0.1 -0.2
C 2.3114 -0.6859 2.6091 -0.1 0.0 0.0
C 3.4845 -0.2452 2.0121 0.0 0.0 0.0
C -0.2735 -2.8519 -2.1758 -0.4 -0.2 -0.1
C 3.5273 -0.1226 0.6336 0.0 0.0 0.0
C 2.4113 -0.4677 -0.1110 0.0 0.0 0.2
C 0.1544 -3.5906 -1.0362 0.0 0.1 0.0
C 0.6839 -2.1478 -2.9241 0.0 0.2 0.3
C 2.4674 -3.1844 -1.6373 0.0 0.0 0.0
C -0.2862 -1.6166 3.8019 0.0 0.0 0.0
C 0.1294 4.0274 -0.1731 0.0 0.0 0.0
C -0.8692 5.1253 0.1547 -0.1 0.0 0.0
C -2.0621 4.8532 -1.8351 0.0 0.1 -0.1
C -3.1786 -1.9880 1.0418 -0.1 0.2 0.1
C -0.0729 -1.3882 2.3542 0.0 -0.1 0.1
H -4.6992 -2.3615 2.3259 0.0 0.0 0.0
H 0.6017 -2.0483 4.2595 0.0 0.0 0.0
H 2.4102 -0.3716 -1.1845 0.0 0.0 0.0
H -1.8418 2.9004 -2.7611 0.0 0.0 0.0
H -1.2797 -2.9757 -2.5571 0.1 -0.1 -0.1
H -2.9691 4.5200 -1.3181 0.0 0.0 0.0
H 0.4835 3.5040 0.7129 0.0 0.0 0.0
H 0.9706 4.4330 -0.7354 0.0 0.0 0.0
H 2.2382 -0.7691 3.6837 0.0 0.0 0.0
H -0.4285 3.9684 -2.9629 0.0 0.0 0.1
H 4.3435 0.0125 2.6179 0.0 0.0 0.0
H 0.3716 -1.5777 -3.7900 0.0 0.0 0.0
H -0.4904 -0.6597 4.2957 0.0 0.0 0.0
H -5.1339 -2.4530 0.6525 0.0 0.0 0.0
H -0.3763 5.8891 0.7537 0.0 0.0 0.0
H 4.4157 0.2314 0.1284 0.0 0.0 0.0
H -1.1436 -2.2592 3.9696 0.0 0.0 0.0
H -0.5583 -4.1990 -0.4895 0.0 0.0 0.0
H 2.7813 -1.8852 -3.3145 0.0 0.0 0.0
H -2.3523 5.4079 -2.7264 -0.1 0.0 0.0
H 1.8498 -4.4251 -0.0002 0.0 0.0 0.0
H -1.7123 4.7180 0.7273 0.0 0.0 0.0
H 3.5220 -3.3765 -1.4890 0.0 0.0 0.0
```
Positions in Å, forces in eV/Å.

## Properties
* LUMO energy (spin up / spin down): -0.4445 / -0.4361 Eh
* total charge: +3
* 2S+1: 2
* energy: -1617.026301 a.u.
* orbital gap (spin up / spin down): 5.7 / 6.0 eV
* ΔE to the lowest compared entry with this formula, charge and spin: 10.8 kcal/mol
* expectation value of S²: 0.806